ORCA calculation (wB97M-V/def2-TZVPD) on a structure of composition C16H13Cl2MgNO14P2.

Results
molar mass = 600.432 Da
LUMO = 4.13 eV

ORCA input file:
```
! RIJCOSX wB97M-V def2-TZVPD def2/J DEFGRID3
* xyz -2 1
Mg 0.00 -0.23 0.34
O -6.18 -0.70 1.17
C -4.88 -0.43 0.83
C -4.38 -0.74 -0.42
C -3.04 -0.50 -0.66
N -2.23 0.00 0.27
C -2.74 0.37 1.44
C -4.07 0.18 1.78
C -1.72 1.02 2.38
O -2.15 1.53 3.42
O -0.53 0.98 1.95
C -2.39 -0.79 -2.03
O -3.15 -1.24 -2.91
O -1.17 -0.52 -2.07
H -6.56 -1.24 0.46
H -4.98 -1.18 -1.21
H -4.43 0.47 2.75
C 4.53 -2.69 -0.23
C 3.15 -2.07 -0.04
O 2.23 -3.13 -0.19
P 2.99 -1.27 1.59
O 3.03 -2.39 2.73
O 4.37 -0.52 1.81
O 1.78 -0.40 1.68
P 2.89 -0.63 -1.17
O 3.04 -1.24 -2.65
O 4.04 0.28 -0.86
O 1.46 -0.18 -1.03
H 4.71 -3.44 0.54
H 5.32 -1.94 -0.21
H 4.53 -3.18 -1.20
H 1.31 -2.81 -0.23
H 2.12 -2.66 2.92
H 4.50 0.01 0.98
H 2.17 -1.59 -2.91
Cl -5.49 -4.82 0.23
C -3.86 -4.17 0.31
C -3.38 -3.71 1.53
C -2.14 -3.12 1.57
Cl -1.54 -2.52 3.09
C -1.32 -2.94 0.42
O -0.24 -2.25 0.49
C -1.82 -3.52 -0.78
C -1.07 -3.51 -2.06
O 0.12 -3.43 -2.19
C -3.09 -4.09 -0.82
H -3.98 -3.78 2.43
H -1.74 -3.65 -2.94
H -3.48 -4.41 -1.78
*
```